Entry from OMol25: 14 unconnected molecules or ions with the total composition C56H154N14O14 in a non-equilibrium geometry (ωB97M-V/def2-TZVPD).

XYZ file:
```
238
Properties=species:S:1:pos:R:3
O 2.30 1.99 -4.25
O 4.64 -1.51 3.96
O -3.16 -5.35 2.86
O -4.57 -1.66 -3.48
O -1.41 8.04 3.33
O 3.67 2.45 4.22
O 0.62 -0.67 0.32
O 0.44 -3.36 -4.00
O -3.49 1.63 6.62
O 4.37 -6.50 -0.52
O -2.49 6.91 -4.22
O 6.41 0.53 1.04
O 4.00 -1.28 -2.18
O -6.96 1.38 0.06
N -10.48 1.52 -1.57
N 0.47 4.34 3.79
N 8.60 2.16 2.22
N -6.33 -4.60 -1.88
N -0.66 -3.95 -7.56
N -0.15 1.52 -3.87
N -2.32 3.89 -5.06
N 1.86 -6.83 2.32
N 0.27 6.38 1.76
N 5.71 -3.51 -1.31
N 2.58 -4.72 4.78
N -0.83 -3.59 0.64
N -4.27 1.37 3.11
N 0.64 2.03 -0.86
C 3.92 -6.82 0.80
C 6.08 -2.62 -2.40
C 5.22 -0.17 0.60
C -4.54 -4.73 -3.51
C -3.22 -1.61 -2.92
C 1.52 3.43 3.46
C 6.93 -3.48 -3.39
C -5.59 -2.46 -2.85
C -9.49 1.88 -0.59
C 3.23 1.16 4.54
C -2.32 2.38 4.01
C -4.37 -6.07 2.62
C -3.11 4.49 -3.97
C 3.66 -2.60 3.92
C -5.17 -3.90 -2.43
C -2.23 -2.54 2.13
C -1.92 6.89 2.63
C -1.31 9.36 2.65
C 2.05 3.96 2.15
C 5.94 -1.85 3.53
C -0.70 0.65 -6.07
C 3.26 3.04 -4.41
C 4.85 -1.99 -3.06
C -1.10 6.58 1.38
C 1.73 1.47 -5.47
C 3.75 -3.90 4.84
C 5.74 -6.73 -0.60
C 1.65 -1.59 0.66
C -10.20 1.54 0.75
C 2.41 -6.47 0.96
C 2.66 3.49 4.56
C 6.16 1.48 2.05
C -1.49 1.22 0.01
C 0.72 0.53 1.05
C -3.48 1.41 4.27
C -4.39 1.86 5.45
C -3.23 3.36 -2.88
C -0.53 -3.17 -5.12
C -8.14 1.05 -0.75
C 2.21 -4.96 0.73
C -3.69 2.62 7.70
C -0.02 1.68 0.41
C 2.96 -0.58 -2.91
C 1.34 -2.91 -6.86
C -2.28 8.26 -3.70
C -1.56 -3.87 1.84
C 4.92 -4.84 4.58
C 7.00 3.12 3.86
C 0.39 0.79 -4.96
C -2.35 5.77 -3.36
C -1.60 5.31 0.63
C 7.37 1.86 2.98
C 0.20 -3.74 -6.41
C 0.19 -2.57 -2.95
C -5.71 1.06 -0.51
C -2.60 -4.99 1.65
H 1.18 2.39 3.52
H 5.88 -4.39 4.79
H -3.29 -4.66 0.87
H -1.60 4.45 1.30
H -8.23 -0.04 -0.70
H -6.47 -2.43 -3.49
H 0.83 6.17 0.95
H 0.28 0.34 2.02
H 1.72 -4.77 -0.22
H 2.69 -2.18 4.18
H 6.60 -0.99 3.39
H -4.15 -7.13 2.49
H 4.94 -3.02 -0.88
H 3.09 4.49 4.58
H -0.94 -3.04 -7.89
H 1.74 -2.36 -0.11
H -0.38 -0.05 -6.84
H -1.85 8.93 -4.44
H 4.22 -7.84 1.06
H -1.30 5.50 -3.31
H -10.16 1.73 -2.50
H 6.35 -6.08 0.04
H -2.90 2.47 8.43
H 5.90 -2.50 2.65
H 2.75 -5.62 5.19
H 2.53 4.93 2.29
H 1.91 -7.12 0.24
H -1.52 10.14 3.38
H -2.80 6.05 -2.41
H -1.60 2.07 3.25
H 7.73 1.05 3.61
H 8.68 1.56 1.42
H -1.76 2.55 4.93
H 6.41 -2.42 4.32
H 2.20 -6.09 2.90
H 1.58 -4.50 1.49
H -3.90 3.67 -2.08
H -10.59 0.53 0.76
H 1.97 -2.86 -5.97
H 4.78 -5.77 5.12
H 3.95 2.91 -5.24
H 7.74 -4.01 -2.90
H -7.93 1.29 -1.79
H -4.27 -5.73 -3.17
H -1.57 0.19 -5.60
H 1.28 4.03 1.38
H 6.63 3.91 3.21
H -9.28 2.95 -0.60
H 3.41 0.40 -3.12
H 0.60 1.17 -1.38
H -1.05 1.53 -6.61
H -3.57 -4.30 -3.73
H -3.51 2.36 -3.21
H -1.69 6.18 3.42
H -1.47 -1.77 2.25
H -3.20 8.73 -3.36
H -1.69 8.44 -2.80
H -1.49 0.42 -0.73
H 0.15 2.79 -1.32
H 5.16 -1.32 -3.86
H 0.22 4.31 4.77
H 0.89 -6.57 2.21
H -2.13 0.92 0.83
H 6.76 -1.87 -2.01
H -2.93 -2.08 1.43
H -9.44 1.68 1.53
H 3.84 -3.57 5.87
H 1.81 -3.35 -7.74
H 0.50 -4.77 -6.21
H 3.90 3.22 -3.54
H 7.70 3.54 4.59
H -0.16 -1.56 -3.17
H -5.06 -5.77 1.83
H -0.38 9.55 2.12
H -11.28 2.14 -1.47
H -2.89 -0.67 -3.36
H -0.54 -3.20 -2.45
H -3.67 1.68 2.36
H 7.54 -2.84 -4.03
H 2.78 0.61 3.71
H 0.70 -0.19 -4.61
H 4.13 0.58 4.72
H 6.49 -4.30 -3.96
H 5.64 2.33 1.61
H 2.90 3.39 1.77
H -0.98 -4.10 2.73
H -5.32 1.30 5.49
H 6.00 -6.47 -1.63
H 9.43 2.18 2.79
H -3.32 0.35 4.43
H 4.53 -0.60 1.32
H 0.99 5.21 3.83
H 3.57 -2.96 2.89
H -2.68 3.00 -5.36
H 4.98 -5.23 3.56
H 0.67 1.78 -3.33
H 2.38 0.75 -5.95
H 1.31 -2.07 1.58
H 2.24 3.34 5.55
H -4.05 4.95 -4.29
H -1.54 -3.54 -4.97
H -1.46 -3.20 -0.05
H -2.62 5.56 0.33
H -3.24 -1.58 -1.83
H -2.69 -2.46 -3.34
H -1.18 7.41 0.68
H 2.66 1.00 5.46
H 1.86 -4.22 5.30
H -2.43 4.53 -5.83
H 6.11 2.88 4.46
H -6.22 -5.58 -1.65
H 6.00 -7.75 -0.30
H -2.99 6.91 2.43
H 0.09 2.47 1.15
H -2.74 3.29 3.59
H 4.46 -6.22 1.53
H 2.71 3.98 -4.41
H 2.60 -1.17 0.99
H -4.56 2.43 8.33
H -2.81 -2.66 3.04
H 5.23 -4.28 -1.73
H -4.93 1.45 0.14
H -2.26 3.10 -2.45
H 1.71 2.31 -6.16
H -5.88 -1.91 -1.95
H 4.55 0.50 0.05
H 3.14 -4.42 0.55
H -5.55 1.46 -1.51
H -4.53 -3.78 -1.55
H 0.98 -1.91 -7.09
H 5.53 -0.95 -0.10
H 1.70 0.85 1.42
H -0.16 -2.89 0.93
H -0.41 2.42 -4.25
H -2.16 9.34 1.97
H -4.56 2.93 5.33
H 0.95 -2.63 -2.17
H 2.06 -0.30 -2.36
H -6.60 -4.11 -1.04
H -3.67 3.67 7.41
H -1.06 5.03 -0.28
H -5.16 -4.67 -4.40
H -4.67 0.46 2.93
H 4.18 -2.71 -3.54
H -0.66 -2.09 -5.23
H -5.64 -0.03 -0.45
H -10.90 2.37 0.88
H -1.48 -4.19 -7.02
H -4.94 -6.03 3.55
H 0.23 5.54 2.33
H -2.06 2.05 -0.41
H 2.65 -0.99 -3.86
H -2.04 -5.79 1.18
H 5.44 1.07 2.75
```

Relative energy (zero: lowest compared OMol25 entry of this formula, charge and spin) in kJ/mol: 461.59
Net charge: -1
Kohn-Sham gap (spin up / spin down) in eV: 1.325 / 8.733
Largest force on an atom in eV/A: 5.1
Spin multiplicity: 2

---

Entry from OMol25: 6 unconnected molecules or ions with the total composition C29H46N2O19 in a non-equilibrium geometry (ωB97M-V/def2-TZVPD).

XYZ file:
```
96
Properties=species:S:1:pos:R:3
O -0.59 -2.23 0.74
O 1.55 -2.30 1.47
O -1.40 3.91 -7.61
O 2.14 5.11 0.15
O 0.01 -5.46 -3.78
O 2.49 -7.37 5.72
O -0.74 4.35 -5.49
O -2.65 5.11 -6.16
O 0.75 -8.50 4.81
O -2.53 2.34 5.12
O 0.70 -0.56 0.30
O -1.67 2.04 3.17
O 1.91 3.08 0.67
O -0.38 7.88 2.13
O -3.16 0.52 3.94
O 2.18 -5.33 -3.18
O 0.65 6.41 -2.05
O 0.94 -3.59 -2.92
O 0.72 -6.34 4.75
N 1.96 4.14 1.15
N 0.73 7.02 0.24
C 1.45 4.47 -6.55
C -1.49 1.22 2.01
C 0.65 -1.75 0.90
C -1.42 6.19 0.71
C -2.57 5.77 1.32
C -0.76 -3.56 1.25
C 0.95 -4.86 -3.34
C 2.45 -4.76 4.06
C -2.78 0.79 6.99
C -3.36 4.87 0.64
C -0.33 7.14 1.18
C -3.59 5.32 -7.22
C 1.43 -7.40 5.15
C -1.58 4.40 -6.53
C 0.49 3.65 -5.72
C 0.20 6.41 -0.94
C 1.32 -5.06 5.01
C 1.97 6.41 0.71
C -1.86 4.82 -1.24
C -1.10 5.72 -0.55
C -3.01 4.39 -0.61
C -0.30 -2.92 -3.11
C 2.96 -0.52 -0.62
C 1.98 0.10 0.35
C 2.45 -6.79 -5.12
C 1.44 -9.71 5.11
C -3.38 1.93 6.20
C -2.53 1.54 4.06
C 2.38 -6.69 -3.61
H 1.61 5.44 -6.10
H -2.85 6.15 2.30
H -0.88 1.78 1.31
H -3.63 3.68 -1.14
H -1.78 1.05 7.33
H 3.19 -1.55 -0.35
H 3.27 -5.46 4.18
H -2.45 0.99 1.54
H 0.92 3.47 -4.73
H -0.97 0.31 2.28
H 2.54 -0.54 -1.63
H 2.68 -7.82 -5.42
H 1.64 -5.00 6.05
H -0.45 -3.62 2.30
H -3.49 2.80 6.85
H -4.46 5.80 -6.77
H -1.13 -3.47 -2.66
H 2.06 6.41 1.80
H 2.83 -3.75 4.22
H 3.89 0.04 -0.64
H -3.40 0.55 7.85
H 2.32 -9.81 4.46
H 1.06 4.64 -7.56
H 0.29 2.68 -6.17
H 2.81 7.00 0.32
H -4.29 4.52 1.07
H 1.51 -6.51 -5.58
H -3.89 4.38 -7.67
H 3.33 -7.01 -3.18
H -0.23 -1.95 -2.63
H -2.69 -0.11 6.37
H 2.37 0.11 1.37
H 1.61 -7.33 -3.20
H -1.81 -3.80 1.18
H -4.38 1.69 5.83
H 1.80 1.13 0.07
H 0.76 -10.53 4.90
H -1.55 4.48 -2.22
H -3.17 5.99 -7.96
H -0.19 -4.26 0.65
H 3.22 -6.12 -5.51
H 2.11 -4.85 3.02
H -0.48 -2.77 -4.18
H 1.74 -9.76 6.15
H 2.41 3.95 -6.64
H 0.52 -4.33 4.88
```

Relative energy (zero: lowest compared OMol25 entry of this formula, charge and spin) in kJ/mol: 0.00
SMILES: O=NOCN1C(=O)c2ccccc2C1=O.CCOC(=O)OC.CCOC(=O)OC.CCOC(=O)OC.CCOC(=O)OC.CCOC(=O)OC
Kohn-Sham gap in eV: 9.611
Largest force on an atom in eV/A: 2.4
Spin multiplicity: 1

---

Entry from OMol25: C3H5FO in the gas phase in a non-equilibrium geometry (ωB97M-V/def2-TZVPD).

XYZ file:
```
10
Properties=species:S:1:pos:R:3
F 2.88 -0.04 0.15
O -0.53 0.42 -0.61
C 0.60 0.68 -0.04
C 1.60 -0.10 -0.43
C -1.50 -0.26 0.24
H -1.89 -1.06 -0.33
H -1.05 -0.67 1.11
H 0.78 1.55 0.71
H -2.36 0.42 0.35
H 1.47 -0.94 -1.15
```

Relative energy (zero: lowest compared OMol25 entry of this formula, charge and spin) in kJ/mol: 165.51
SMILES: CO/C=C/F
Kohn-Sham gap in eV: 10.291
Largest force on an atom in eV/A: 4.8
Spin multiplicity: 1